Here is 2 unconnected molecules or ions with the total composition C4H12 at a distorted geometry from the OMol25 dataset. Energies are from the ωB97M-V functional and the def2-TZVPD basis.

```
16
Properties=species:S:1:pos:R:3:mulliken_charge:R:1
C 2.33690 1.31279 0.83252 -0.768
C 2.14064 0.28622 -0.29038 -0.819
H 2.86559 2.13999 0.36106 0.244
H 1.41975 1.68363 1.28327 0.291
H 3.04015 0.82830 1.51283 0.244
H 3.06476 -0.00395 -0.79101 0.323
H 1.39546 0.51369 -1.05415 0.230
H 1.77034 -0.64576 0.17698 0.243
C -2.45072 -0.87904 0.46167 -0.831
C -2.08896 -0.68121 -1.00427 -0.473
H -2.97276 -1.82839 0.57940 0.262
H -1.55600 -0.94698 1.10342 0.253
H -3.00952 -0.10391 0.99336 0.292
H -2.39633 -1.49761 -1.65251 0.288
H -1.03629 -0.39124 -1.05956 -0.062
H -2.52300 0.21348 -1.45265 0.282
```

Output
Relative energy (zero: lowest compared OMol25 entry of this formula, charge and spin) in kcal per mole: 10.2
Kohn-Sham gap in eV: 12.527
SMILES string: CC.CC
Lowest unoccupied orbital energy in eV: 1.10